1.
A molecular structure, C32H25GaNO4P2S2, computed with ωB97M-V/def2-TZVPD.

```
67
Properties=species:S:1:pos:R:3:mulliken_charge:R:1
Ga 1.1664 1.8850 -0.9826 0.55
S -0.8609 2.8661 -0.3320 -0.61
P -1.0901 0.8617 0.1556 1.36
C 0.4335 0.1720 -0.1247 -0.37
P 1.7734 0.0791 0.9151 0.57
S 3.0152 1.6512 0.3156 -0.65
C 1.4711 0.2108 2.6893 0.71
C 1.8062 1.3470 3.4164 -0.19
C 1.5286 1.4019 4.7761 -0.73
C 0.9109 0.3320 5.4036 -0.55
C 0.5661 -0.8012 4.6762 -0.67
C 0.8492 -0.8662 3.3237 -0.46
C 2.6520 -1.4823 0.6951 0.58
C 4.0244 -1.5775 0.8914 -0.57
C 4.6620 -2.7972 0.7235 -0.72
C 3.9308 -3.9225 0.3687 -0.56
C 2.5568 -3.8330 0.1843 -0.71
C 1.9172 -2.6109 0.3433 -0.36
C -1.8549 0.6939 1.7766 0.73
C -1.6748 1.6690 2.7535 -0.29
C -2.2228 1.4885 4.0137 -0.68
C -2.9447 0.3385 4.3005 -0.56
C -3.1228 -0.6367 3.3286 -0.70
C -2.5814 -0.4606 2.0651 -0.63
C -2.2877 0.1775 -1.0156 0.15
C -3.4828 0.8520 -1.2638 -0.83
C -4.4018 0.3241 -2.1541 -0.69
C -4.1330 -0.8782 -2.8012 -0.60
C -2.9474 -1.5524 -2.5536 -0.71
C -2.0223 -1.0245 -1.6597 0.22
H 2.2887 2.1810 2.9240 0.40
H 1.8027 2.2814 5.3436 0.42
H 0.6989 0.3767 6.4639 0.43
H 0.0821 -1.6361 5.1654 0.44
H 0.5948 -1.7587 2.7633 0.35
H 4.6003 -0.6978 1.1527 0.41
H 5.7320 -2.8690 0.8649 0.43
H 4.4321 -4.8728 0.2401 0.42
H 1.9851 -4.7161 -0.0730 0.48
H 0.8478 -2.5178 0.1882 0.54
H -1.1186 2.5689 2.5230 0.36
H -2.0881 2.2492 4.7712 0.44
H -3.3764 0.2042 5.2838 0.43
H -3.6935 -1.5286 3.5510 0.43
H -2.7368 -1.2131 1.3011 0.41
H -3.6903 1.7917 -0.7650 0.42
H -5.3305 0.8460 -2.3432 0.44
H -4.8558 -1.2903 -3.4934 0.42
H -2.7432 -2.4940 -3.0476 0.50
H -1.0902 -1.5367 -1.4571 0.21
O 1.0463 -2.0841 -2.7944 -0.51
C 1.6027 -0.8742 -2.7510 -0.20
O 2.6798 -0.6147 -2.2995 -0.55
C 0.7908 0.1702 -3.4757 0.87
C 0.0466 -0.1063 -4.6130 -0.30
C -0.4927 0.9508 -5.3259 -0.99
C -0.2438 2.2540 -4.9125 -0.76
C 0.4882 2.4391 -3.7568 1.46
N 0.9575 1.4162 -3.0438 0.21
C 0.9053 3.7535 -3.1542 0.21
O 0.6806 4.8806 -3.7873 -0.46
O 1.4829 3.7558 -2.0865 -0.41
H 1.6402 -2.6917 -2.3186 0.38
H -0.0888 -1.1310 -4.9269 0.56
H -1.0847 0.7674 -6.2119 0.49
H -0.6383 3.0830 -5.4849 0.27
H 0.2500 4.7561 -4.6429 0.30
```

Results
* max |F|: 0.0015 Eh/bohr
* LUMO level: -0.1485 Ha
* relative energy (zero: lowest compared OMol25 entry of this formula, charge and spin): 0.000 eV
* HOMO energy: -10.5043 eV
* electronic energy: -4993.9499 Eh
* charge: +1

***

2.
A molecular structure, C32H26AuClN2O5P, computed with ωB97M-V/def2-TZVPD.

```
68
Properties=species:S:1:pos:R:3:mulliken_spin:R:1
Au -0.2854 -0.6628 0.1516 0.68
Cl 5.0463 4.1070 1.5324 0.00
C 4.0498 2.7887 1.0156 0.01
C 4.6158 1.5123 0.8529 -0.01
C 3.8437 0.4575 0.4545 0.03
C 2.4611 0.6021 0.1828 0.03
O 1.8245 -0.4612 -0.2137 0.23
C 1.8946 1.9019 0.3498 -0.04
C 0.5350 2.2504 0.0775 0.00
N -0.4377 1.4399 -0.1711 0.15
C -1.7435 1.8753 -0.5008 -0.01
C -2.0430 3.1067 -1.0179 0.01
C -3.3754 3.4656 -1.3124 0.00
C -4.3974 2.5854 -1.1064 0.01
C -4.1216 1.2889 -0.6083 0.01
C -5.1277 0.3158 -0.3985 0.00
C -4.7959 -0.9256 0.0587 0.01
C -3.4404 -1.2177 0.2946 0.00
N -2.4922 -0.3305 0.1171 0.11
C -2.7949 0.9285 -0.3175 0.01
C 2.7235 2.9759 0.7625 -0.01
H 5.6703 1.3725 1.0512 0.00
H 4.2656 -0.5315 0.3351 0.00
H 0.3131 3.3179 0.1131 0.01
H -1.2548 3.8161 -1.2310 0.00
H -3.5757 4.4482 -1.7157 0.00
H -5.4196 2.8555 -1.3350 0.00
H -6.1575 0.5700 -0.6157 0.00
H -5.5403 -1.6920 0.2179 0.00
H -3.1294 -2.2119 0.6004 0.00
H 2.2927 3.9629 0.8755 0.00
O -1.8531 -4.2085 -0.7677 0.02
C -1.1525 -3.2257 -0.8680 0.02
O -0.3460 -2.8183 0.0943 0.20
C -1.2141 -2.3285 -2.0742 0.00
C -0.0993 -1.6003 -2.4893 0.00
C -0.1849 -0.6712 -3.5399 0.01
C -1.4144 -0.5145 -4.1203 0.01
O -1.7742 0.3361 -5.1195 0.00
C -3.1137 -0.0161 -5.4729 0.00
O -3.6073 -0.8940 -4.4576 0.01
C -2.5218 -1.2614 -3.7222 0.02
C -2.4548 -2.1848 -2.7165 -0.02
H 0.8663 -1.7985 -2.0408 0.00
H 0.6792 -0.1203 -3.8827 0.00
H -3.1135 -0.5360 -6.4338 0.00
H -3.7267 0.8827 -5.5028 0.00
H -3.3053 -2.7805 -2.4162 0.00
C 0.1179 0.4979 3.5000 0.01
P 0.2551 -1.0171 2.5287 0.34
C -0.9551 -2.1932 3.1636 0.01
C 1.8929 -1.6915 2.7376 0.04
C 2.8843 -0.9793 3.4136 0.04
C 4.1535 -1.5220 3.5401 -0.01
C 4.4379 -2.7587 2.9803 0.03
C 3.4577 -3.4572 2.2854 -0.01
C 2.1867 -2.9268 2.1543 0.01
H 0.7883 1.2586 3.0985 0.00
H 0.3594 0.3101 4.5468 0.01
H -0.9068 0.8618 3.4244 0.00
H -0.7401 -2.4444 4.2027 0.01
H -0.9182 -3.0871 2.5414 0.00
H -1.9501 -1.7525 3.0860 0.00
H 2.6780 -0.0097 3.8486 0.00
H 4.9188 -0.9760 4.0751 0.00
H 5.4292 -3.1802 3.0818 0.00
H 3.6857 -4.4159 1.8402 0.00
H 1.4315 -3.4536 1.5834 0.01
```

Results
* max |F|: 0.0049 Eh/bohr
* LUMO level (alpha / beta): -0.1370 / -0.1854 Ha
* relative energy (zero: lowest compared OMol25 entry of this formula, charge and spin): 0.121 eV
* spin multiplicity: 3
* HOMO energy (alpha / beta): -10.4929 / -10.5490 eV
* electronic energy: -2657.7281 Eh
* charge: +1

***

3.
A molecular structure, C32H26BrCl2N6O9P2Pb, computed with ωB97M-V/def2-TZVPD.

```
79
Properties=species:S:1:pos:R:3:mulliken_charge:R:1
Pb -0.1327 -0.3540 -0.3133 2.53
Cl -2.6754 3.6274 5.7730 -0.14
C -2.1983 3.1960 4.1889 -0.11
C -1.8181 1.9446 3.9211 -0.86
C -1.4534 1.5528 2.5612 0.55
N -1.2283 0.3650 2.1869 0.56
C -1.1783 -0.7491 3.0478 -0.36
O -2.1483 -1.2333 3.5629 -0.59
C 0.2236 -1.2557 3.2293 0.69
C 0.5596 -1.9150 4.3967 -1.00
C 1.8866 -2.2753 4.5773 -0.52
C 2.8029 -1.9697 3.5855 -0.96
C 2.3573 -1.3301 2.4370 -0.18
N 1.0903 -0.9721 2.2566 0.44
C -1.3306 2.6513 1.5294 0.41
C -1.8477 3.9691 1.8791 -1.08
C -2.2439 4.2315 3.1274 0.12
Cl -2.8007 5.7948 3.5369 -0.15
N -0.7272 2.3695 0.4483 0.56
C -0.4056 3.3179 -0.5338 -0.13
O 0.1709 4.3470 -0.2924 -0.52
C -0.7617 2.8999 -1.9306 0.15
C -1.0257 3.8883 -2.8631 -0.94
C -1.3968 3.5008 -4.1409 -0.46
C -1.4789 2.1494 -4.4293 -0.91
C -1.1783 1.2341 -3.4313 -0.31
N -0.8261 1.5948 -2.2008 0.47
H -1.8451 1.1855 4.6903 0.66
H -0.2044 -2.1368 5.1284 0.54
H 2.1980 -2.7844 5.4792 0.45
H 3.8474 -2.2275 3.6890 0.45
H 3.0408 -1.1134 1.6235 0.38
H -1.8428 4.7489 1.1323 0.64
H -0.9386 4.9278 -2.5802 0.55
H -1.6216 4.2421 -4.8958 0.45
H -1.7729 1.8015 -5.4094 0.45
H -1.2359 0.1682 -3.6188 0.38
Br 4.6705 5.3170 2.4216 -0.16
C 3.9946 3.8768 1.4127 -0.04
C 4.4750 3.6524 0.1306 -0.70
C 3.9751 2.5945 -0.6105 -0.55
C 2.9979 1.7632 -0.0709 -0.46
C 2.5068 2.0182 1.2029 0.27
C 3.0097 3.0665 1.9542 -0.98
N 2.4150 0.6841 -0.7898 0.58
C 3.1070 0.0227 -1.6211 -0.80
C 2.5290 -1.0352 -2.4761 0.57
C 3.3517 -1.7035 -3.3618 -0.90
C 2.7965 -2.6674 -4.1972 -0.51
C 1.4443 -2.9206 -4.1104 -1.07
C 0.6884 -2.2085 -3.1840 -0.15
N 1.2124 -1.2870 -2.3862 0.53
H 5.2219 4.3098 -0.2913 0.43
H 4.3187 2.4538 -1.6273 0.54
H 1.7345 1.3767 1.6118 0.38
H 2.6333 3.2611 2.9487 0.52
H 4.1765 0.2054 -1.7538 0.59
H 4.4080 -1.4734 -3.4008 0.49
H 3.4177 -3.2064 -4.8997 0.43
H 0.9671 -3.6627 -4.7342 0.49
H -0.3727 -2.4019 -3.0778 0.51
C -3.5539 -3.3092 0.9858 -1.77
C -2.8998 -3.5887 -0.3649 1.35
O -3.5217 -4.6939 -1.0350 -0.67
P -3.1896 -2.2057 -1.5051 0.15
O -4.7662 -2.0022 -1.5888 -0.54
O -2.8211 -2.7719 -2.9354 -0.50
O -2.4761 -0.9387 -1.2032 -0.69
P -1.1007 -3.9813 -0.1096 0.42
O -0.6132 -4.4361 -1.5912 -0.50
O -1.0488 -5.1311 0.8146 -0.85
O -0.4118 -2.6698 0.1754 -0.27
H -4.6256 -3.1452 0.8691 0.47
H -3.1040 -2.4432 1.4749 0.28
H -3.3957 -4.1682 1.6382 0.40
H -3.3647 -5.4810 -0.4940 0.45
H -5.0992 -1.3401 -0.9749 0.35
H -2.9987 -3.7236 -2.9891 0.38
H -0.5481 -5.3972 -1.6047 0.32
```

Results
* max |F|: 0.0090 Eh/bohr
* LUMO level: -0.1657 Ha
* relative energy (zero: lowest compared OMol25 entry of this formula, charge and spin): 0.604 eV
* HOMO energy: -11.0398 eV
* electronic energy: -6610.7826 Eh
* charge: +1

***

4.
A molecular structure, C32H26CrIN6O6 at a distorted geometry, computed with ωB97M-V/def2-TZVPD.

```
72
Properties=species:S:1:pos:R:3:mulliken_spin:R:1
Cr -0.6798 0.1668 -0.0640 3.37
O 0.7037 -1.7083 -5.1290 0.00
C 1.2598 -2.6148 -4.2984 0.00
C 1.8835 -3.7241 -4.8655 0.00
C 2.5266 -4.6509 -4.0606 0.00
C 2.5536 -4.4908 -2.6782 0.00
C 1.8940 -3.4104 -2.1121 0.00
C 1.2337 -2.4748 -2.9009 -0.01
C 0.5251 -1.3478 -2.2278 0.04
O 0.0956 -1.5422 -1.0614 -0.04
N 0.4353 -0.2216 -2.9429 -0.01
N -0.3005 0.7567 -2.2930 0.01
C 0.0448 1.9436 -2.5482 0.04
C -0.8261 3.0115 -2.0437 -0.01
C -0.6186 4.3043 -1.8463 0.03
C -1.7831 4.9575 -1.1549 0.08
C -3.0566 3.9500 0.3831 0.01
C -2.5764 2.6119 0.9534 0.12
N -1.9287 1.8751 -0.1879 -0.10
H 0.5186 -0.9072 -4.5736 0.00
H 1.8674 -3.8300 -5.9444 0.00
H 3.0214 -5.5018 -4.5190 0.00
H 3.0783 -5.2012 -2.0508 0.00
H 1.8745 -3.2726 -1.0367 0.00
H 0.9698 2.1368 -3.0899 0.00
H 0.3180 4.8198 -2.0566 0.00
H -2.0457 5.9373 -1.5538 -0.01
H -4.0167 4.2858 0.7644 0.00
H -3.2916 2.0346 1.5327 -0.01
N -0.7720 2.4324 2.8519 0.01
C -1.1358 2.8258 1.5218 -0.06
C -0.8100 4.2674 1.2573 0.78
C -1.8598 4.9495 0.4607 -0.05
C -2.8993 3.8901 -1.1583 0.00
C -2.1655 2.5914 -1.4867 0.02
N -0.6060 2.0691 0.3659 -0.11
C -0.5266 1.1363 3.2821 0.02
C 0.2464 0.9669 4.4402 -0.01
C 0.3912 -0.2906 4.9653 0.00
C -0.2436 -1.3563 4.3361 0.00
C -0.9485 -1.0992 3.1815 0.02
N -1.0873 0.1206 2.6329 0.04
H -0.1743 3.1072 3.2954 0.00
H 0.2327 4.5832 1.2595 0.00
H -2.0917 5.9498 0.8334 0.05
H -3.7809 4.0754 -1.7676 0.00
H -2.6924 1.9439 -2.1707 -0.02
H 0.7393 1.8248 4.8857 0.00
H 1.0066 -0.4477 5.8426 0.00
H -0.1668 -2.3684 4.7101 0.00
H -1.4370 -1.8966 2.6409 0.00
I 4.2494 -6.0512 2.2426 0.00
C 3.5445 -4.0877 1.9982 0.00
C 2.2888 -3.8805 1.4477 0.00
C 1.8351 -2.5759 1.2757 0.00
C 2.6199 -1.4971 1.6608 0.00
C 3.8724 -1.7315 2.2162 0.00
C 4.3517 -3.0270 2.3840 0.00
C 2.1547 -0.0577 1.4836 0.00
O 2.7387 0.8137 2.1308 0.01
O 1.2182 0.1286 0.6361 -0.04
H 1.6710 -4.7160 1.1437 0.00
H 0.8714 -2.4026 0.8149 0.02
H 4.4658 -0.8758 2.5153 0.00
H 5.3332 -3.2047 2.8064 0.00
C -3.9407 -0.1346 -1.6055 0.01
O -3.6033 -1.1080 -0.6391 -0.02
C -2.3383 -1.0715 -0.1086 -0.19
O -2.0854 -2.0124 0.6144 0.01
H -4.8508 -0.4807 -2.0911 0.00
H -3.1556 -0.0312 -2.3552 0.00
H -4.1394 0.8354 -1.1449 0.00
```

Results
* max |F|: 0.0272 Eh/bohr
* LUMO level (alpha / beta): 0.0822 / 0.0746 Ha
* relative energy (zero: lowest compared OMol25 entry of this formula, charge and spin): 5.220 eV
* spin multiplicity: 5
* HOMO energy (alpha / beta): -5.0803 / -5.3722 eV
* electronic energy: -3357.1536 Eh
* charge: -1

***

5.
A molecular structure, C32H26FN9S3Sn, computed with ωB97M-V/def2-TZVPD.

```
72
Properties=species:S:1:pos:R:3:mulliken_charge:R:1
Sn 0.3599 -0.5674 -0.3108 0.79
C 3.8263 -3.2513 -1.6549 -0.97
C 3.4096 -3.8265 -2.8407 -0.55
C 2.1768 -3.4750 -3.3621 -0.94
C 1.3944 -2.5443 -2.6890 0.23
N 1.8060 -1.9979 -1.5421 0.49
C 2.9856 -2.3487 -1.0295 -0.26
C 0.0454 -2.1481 -3.1882 1.02
C -0.3784 -2.5120 -4.4598 -1.04
C -1.6602 -2.1809 -4.8593 -0.89
C -2.4701 -1.4782 -3.9932 -0.73
C -1.9673 -1.0969 -2.7536 0.75
N -0.7368 -1.4451 -2.3591 0.65
C -2.8085 -0.3000 -1.8150 0.64
C -3.8596 0.4880 -2.2679 -0.83
C -4.6157 1.1774 -1.3334 -0.71
C -4.2949 1.0617 0.0080 -0.79
C -3.2153 0.2659 0.3635 -0.16
N -2.4935 -0.4022 -0.5286 0.02
H 4.7722 -3.5060 -1.1998 0.43
H 4.0261 -4.5549 -3.3504 0.43
H 1.8249 -3.9458 -4.2662 0.34
H 3.2409 -1.8968 -0.0828 0.46
H 0.2747 -3.0480 -5.1294 0.32
H -2.0218 -2.4743 -5.8359 0.45
H -3.4845 -1.2264 -4.2640 0.46
H -4.0703 0.5888 -3.3226 0.26
H -5.4357 1.8052 -1.6566 0.43
H -4.8593 1.5767 0.7728 0.48
H -2.9257 0.1535 1.4035 0.31
N 3.2112 3.5517 0.4479 -0.32
C 4.2793 3.1281 1.1533 0.59
N 5.1528 4.0640 1.5848 -0.40
N 4.5297 1.8753 1.4526 -0.71
C 3.6078 1.0035 1.0895 0.52
N 2.8007 0.2369 0.7719 -0.47
H 2.9601 4.5231 0.4199 0.23
H 2.5125 2.8772 0.1780 0.14
H 5.1801 4.9719 1.1583 0.22
H 5.9924 3.7199 2.0169 0.26
F -3.3783 3.9371 -3.5756 -0.42
C -2.2769 3.2436 -3.1909 0.36
C -1.7957 3.4046 -1.9078 -0.66
C -0.6884 2.6684 -1.5164 -0.31
C -0.0422 1.7752 -2.3841 0.70
C -0.5754 1.6502 -3.6726 -0.30
C -1.6835 2.3769 -4.0839 -0.74
H -2.2924 4.0854 -1.2290 0.46
H -0.3165 2.7821 -0.5024 0.35
H -0.0988 0.9729 -4.3738 0.38
H -2.0843 2.2794 -5.0850 0.46
S -3.5215 -1.0575 4.2153 -0.35
C -2.1169 -1.7501 3.6431 0.17
S -1.9879 -2.5648 2.1226 -0.03
C -0.2551 -2.6967 2.2945 0.19
N 0.1773 -2.2083 3.4117 -0.91
N -0.8718 -1.7148 4.1690 0.70
C -0.4987 -1.0604 5.3809 0.14
C -1.2220 -1.2708 6.5446 -0.39
C -0.8265 -0.6321 7.7098 -0.61
C 0.2844 0.1994 7.7123 -0.42
C 1.0090 0.3891 6.5441 -0.59
C 0.6200 -0.2408 5.3723 -0.35
S 0.6554 -3.2778 0.9615 -0.32
H -2.0840 -1.9202 6.5301 0.41
H -1.3878 -0.7903 8.6214 0.36
H 0.5894 0.6932 8.6261 0.37
H 1.8822 1.0287 6.5441 0.35
H 1.1777 -0.1217 4.4538 0.62
C 1.0972 0.9563 -1.9269 -1.75
H 1.6115 0.4687 -2.7568 0.56
H 1.8289 1.5529 -1.3782 0.37
```

Results
* max |F|: 0.0059 Eh/bohr
* LUMO level: -0.0216 Ha
* relative energy (zero: lowest compared OMol25 entry of this formula, charge and spin): 1.201 eV
* HOMO energy: -6.1700 eV
* electronic energy: -3236.6028 Eh
* charge: 0

***

6.
A molecular structure, C32H26IN2O5PRhS at a distorted geometry, computed with ωB97M-V/def2-TZVPD.

```
69
Properties=species:S:1:pos:R:3:mulliken_spin:R:1
Rh -0.1033 -0.0588 -0.8071 2.25
C -1.5584 3.9336 1.1808 0.00
C -2.5011 3.2505 0.2568 0.20
N -3.7525 3.6058 0.2588 -0.08
C -4.6764 2.9477 -0.4423 0.28
C -4.3989 1.7799 -1.1546 0.01
C -5.5391 1.0819 -1.8712 -0.01
O -6.2046 0.1485 -1.0467 0.00
C -3.0747 1.3520 -1.2402 0.00
C -2.7639 0.1847 -2.0103 0.07
N -1.5852 -0.1877 -2.4043 0.12
C -1.4743 -1.1629 -3.3950 0.00
C -2.5539 -1.5284 -4.2207 0.03
C -2.4477 -2.5526 -5.1380 -0.01
C -1.2548 -3.2477 -5.2790 0.02
C -0.1447 -2.8440 -4.5531 -0.02
C -0.2498 -1.7941 -3.6623 0.01
I 1.5305 -1.0357 -2.8146 0.16
C -2.0394 2.1544 -0.5906 0.17
O -0.8108 1.9212 -0.7171 0.36
H -1.8759 4.9624 1.3318 0.01
H -0.5348 3.8898 0.8146 0.00
H -1.5977 3.4292 2.1481 0.03
H -5.6705 3.3788 -0.4443 0.00
H -5.1867 0.6318 -2.8044 0.00
H -6.2903 1.8262 -2.1312 0.00
H -5.6344 -0.5931 -0.8218 0.00
H -3.6092 -0.4489 -2.2719 0.02
H -3.4823 -0.9771 -4.1617 0.00
H -3.2990 -2.8055 -5.7552 0.00
H -1.1725 -4.0694 -5.9764 0.00
H 0.8069 -3.3377 -4.6949 0.00
O -2.0063 -3.0293 1.1744 0.01
S -0.9568 -2.0875 0.9631 -0.02
O -1.3515 -0.6615 1.1038 0.10
O -0.2600 -2.2179 -0.3545 0.11
C 0.3437 -2.3374 2.1421 0.02
C 0.2589 -3.3616 3.0683 0.00
C 1.2947 -3.5412 3.9717 0.00
C 2.3903 -2.6891 3.9496 0.00
C 2.4683 -1.6643 3.0195 0.00
C 1.4470 -1.4870 2.0878 -0.02
P 1.5838 -0.1103 0.8900 0.14
C 3.2077 -0.3247 0.1012 -0.01
C 3.9288 -1.5144 0.1397 0.01
C 5.1181 -1.6247 -0.5689 0.00
C 5.5863 -0.5606 -1.3234 0.01
C 4.8544 0.6178 -1.3937 0.00
C 3.6646 0.7325 -0.6939 0.02
C 1.7683 1.2769 2.0581 0.00
C 0.6622 1.5461 2.8647 0.01
C 0.7380 2.5323 3.8343 -0.01
C 1.9057 3.2645 3.9939 0.01
C 3.0109 2.9878 3.2043 0.00
C 2.9495 1.9917 2.2403 0.02
H -0.6196 -3.9935 3.0658 0.00
H 1.2436 -4.3394 4.6994 0.00
H 3.1924 -2.8218 4.6638 0.00
H 3.3202 -0.9954 3.0191 0.00
H 3.5667 -2.3576 0.7122 0.00
H 5.6776 -2.5503 -0.5327 0.00
H 6.5181 -0.6515 -1.8660 0.00
H 5.2082 1.4439 -1.9965 0.00
H 3.0783 1.6435 -0.7599 -0.01
H -0.2441 0.9645 2.7312 0.00
H -0.1122 2.7286 4.4759 0.00
H 1.9587 4.0482 4.7383 0.00
H 3.9312 3.5383 3.3501 0.00
H 3.8235 1.7698 1.6449 0.00
```

Results
* max |F|: 0.0255 Eh/bohr
* LUMO level (alpha / beta): -0.1463 / -0.2169 Ha
* relative energy (zero: lowest compared OMol25 entry of this formula, charge and spin): 0.000 eV
* spin multiplicity: 5
* HOMO energy (alpha / beta): -10.1951 / -11.5396 eV
* electronic energy: -2868.2402 Eh
* charge: +1